This record from the OMol25 dataset describes a molecular structure, C39H85F3FeN7O7S2 at a distorted geometry. The level of theory is the ωB97M-V functional and the def2-TZVPD basis.

Geometry (Å):
Fe (23.920, -11.651, 13.048)
S (22.436, -11.649, 16.026)
S (22.781, -10.753, 11.202)
F (20.301, -13.121, 15.782)
F (20.108, -11.495, 17.184)
F (20.039, -11.097, 15.029)
O (22.643, -10.309, 16.532)
O (22.957, -12.703, 16.846)
O (22.845, -11.809, 14.605)
O (22.498, -12.120, 11.698)
O (22.075, -10.212, 10.078)
O (24.261, -10.984, 11.197)
O (22.737, -10.063, 12.500)
N (17.336, -7.344, 12.220)
N (25.633, -10.653, 13.862)
N (23.843, -14.429, 11.839)
N (22.473, -6.534, 18.720)
N (16.665, -12.975, 13.312)
N (21.405, -16.890, 15.612)
N (24.737, -10.793, 18.705)
C (20.251, -17.867, 17.703)
C (23.421, -14.442, 13.142)
C (17.173, -14.316, 13.418)
C (24.514, -14.126, 13.916)
C (17.052, -12.283, 12.098)
C (26.377, -12.127, 15.892)
C (18.632, -7.320, 12.908)
C (16.460, -12.913, 10.851)
C (22.271, -7.702, 17.838)
C (25.003, -12.056, 19.145)
C (26.665, -10.755, 19.771)
C (17.146, -8.532, 11.384)
C (25.989, -10.763, 15.340)
C (21.356, -7.417, 16.659)
C (16.869, -12.177, 14.506)
C (26.225, -12.102, 19.781)
C (21.145, -18.049, 16.491)
C (26.955, -10.890, 13.210)
C (15.698, -8.808, 11.030)
C (23.554, -6.826, 19.624)
C (20.556, -11.827, 15.991)
C (20.721, -6.810, 20.513)
C (18.293, -5.813, 10.420)
C (15.918, -11.002, 14.716)
C (25.390, -9.184, 13.584)
C (22.019, -15.767, 16.298)
C (24.343, -8.541, 14.479)
C (17.171, -6.109, 11.464)
C (27.039, -10.906, 11.677)
C (20.166, -16.378, 14.994)
C (16.285, -15.248, 14.205)
C (23.282, -16.055, 17.118)
C (19.468, -17.426, 14.118)
C (25.151, -14.042, 11.770)
C (25.633, -13.995, 13.065)
C (21.248, -6.022, 19.303)
C (23.951, -5.595, 20.449)
C (18.627, -8.306, 14.096)
C (25.799, -9.976, 19.046)
H (16.672, -16.239, 14.442)
H (18.233, -14.299, 13.744)
H (21.474, -6.779, 21.302)
H (26.822, -10.075, 15.499)
H (25.747, -14.091, 10.875)
H (20.767, -18.836, 15.841)
H (19.432, -7.619, 12.216)
H (27.682, -10.137, 13.522)
H (16.963, -12.807, 15.391)
H (16.290, -10.400, 15.546)
H (20.348, -7.128, 16.967)
H (23.028, -16.715, 17.959)
H (20.695, -17.275, 18.507)
H (23.985, -4.688, 19.845)
H (17.917, -11.839, 14.382)
H (15.426, -15.391, 13.544)
H (20.026, -18.860, 18.091)
H (24.004, -7.607, 14.018)
H (27.583, -10.429, 20.240)
H (18.078, -4.904, 9.854)
H (23.953, -10.493, 18.135)
H (26.915, -11.976, 16.833)
H (26.741, -9.988, 11.181)
H (19.454, -15.991, 15.733)
H (24.835, -8.106, 15.351)
H (25.917, -8.970, 18.696)
H (26.313, -8.629, 13.770)
H (17.332, -14.821, 12.461)
H (25.531, -12.717, 16.241)
H (17.841, -7.917, 14.747)
H (15.045, -8.863, 11.904)
H (15.381, -13.051, 10.896)
H (15.639, -9.811, 10.599)
H (17.729, -8.431, 10.458)
H (18.497, -6.609, 9.708)
H (24.026, -16.707, 16.654)
H (23.301, -14.811, 11.084)
H (25.129, -9.059, 12.536)
H (26.653, -13.921, 13.399)
H (22.286, -15.026, 15.547)
H (15.246, -8.108, 10.328)
H (27.063, -12.670, 15.248)
H (20.429, -15.514, 14.378)
H (24.310, -12.842, 18.889)
H (17.158, -5.277, 12.170)
H (21.888, -8.578, 18.381)
H (23.659, -15.147, 17.581)
H (20.474, -7.843, 20.268)
H (19.196, -5.572, 10.980)
H (18.145, -12.143, 12.051)
H (20.242, -17.923, 13.529)
H (26.707, -12.999, 20.128)
H (24.550, -14.207, 14.990)
H (17.581, -9.433, 11.815)
H (16.938, -13.858, 10.590)
H (16.620, -11.283, 12.171)
H (21.678, -6.484, 16.185)
H (15.831, -10.300, 13.887)
H (22.144, -18.367, 16.792)
H (23.328, -7.657, 20.305)
H (18.446, -9.347, 13.837)
H (23.146, -5.405, 21.170)
H (20.449, -6.027, 18.560)
H (26.492, -11.759, 11.271)
H (21.315, -15.310, 17.007)
H (23.234, -8.029, 17.445)
H (19.048, -18.208, 14.755)
H (23.463, -9.153, 14.628)
H (27.389, -11.849, 13.478)
H (25.169, -10.445, 15.984)
H (21.257, -4.961, 19.567)
H (22.399, -14.663, 13.392)
H (24.459, -7.038, 19.059)
H (14.934, -11.411, 14.947)
H (24.833, -5.647, 21.085)
H (19.810, -6.362, 20.913)
H (19.330, -17.319, 17.490)
H (16.178, -6.166, 11.011)
H (18.664, -17.065, 13.481)
H (16.635, -12.261, 9.990)
H (18.943, -6.345, 13.279)
H (21.312, -8.275, 15.995)
H (15.916, -14.846, 15.150)
H (19.545, -8.277, 14.688)
H (28.034, -11.235, 11.363)

Multiplicity ... 6
HOMO energy (alpha / beta) ... -8.070 / -8.070 eV

This record from the OMol25 dataset describes a gas-phase ion, H2I2O2P (charge +1) at a distorted geometry. The level of theory is the ωB97M-V functional and the def2-TZVPD basis.

Geometry (Å):
I (2.258, 2.055, -0.161)
I (0.921, -2.400, -0.190)
P (0.139, -0.101, 0.054)
O (-0.960, 0.112, -1.030)
O (-0.537, -0.133, 1.432)
H (-0.832, -0.140, -1.971)
H (-0.988, 0.608, 1.866)

HOMO energy (alpha / beta) ... -14.377 / -14.379 eV
Net charge ... +1
Energy relative to the best compared isomer or geometry (same formula, charge and spin) ... 159.9 kJ/mol